DFT (ωB97M-V/def2-TZVPD) results for a structure of composition C34H54ClN2O6W.

Results
Frontier orbital gap (eV): 7.96
Molar mass (g/mol): 806.11
HOMO (eV): -11.17
Total charge: +1
F_max (eV/Å): 0.43
Spin multiplicity: 1
Energy relative to the best compared isomer or geometry (same formula, charge and spin) (kcal per mole): 0.0
DFT total energy (eV): -65736.77254

```
98
Properties=species:S:1:pos:R:3:mulliken_charge:R:1
W -1.16 -1.43 -0.05 -0.0200
Cl -2.67 -1.41 -2.26 1.8902
O -2.34 -0.37 0.92 0.0782
O -3.18 -1.21 -3.54 -0.6510
O -3.65 -1.51 -1.21 -0.4839
O -1.74 -0.28 -1.85 -0.6516
O 0.39 -1.89 -0.96 1.0039
O -1.84 -2.61 -2.11 -0.5759
N 0.38 -0.53 1.26 0.4441
N -0.87 -3.00 1.49 -0.0785
C -1.16 1.37 1.93 0.5379
C 1.12 -1.65 1.92 -0.7661
C 1.31 0.32 0.47 -1.5572
C 5.76 -0.20 -1.78 1.9316
C -0.98 2.70 2.30 -0.3596
C -0.48 5.43 2.99 -2.1387
C 3.49 -0.04 -0.68 -0.3796
C -5.22 0.01 1.17 -1.5881
C -4.82 1.41 0.68 2.5619
C 6.50 -1.00 -2.85 -2.1444
C 1.20 -4.35 -2.43 -1.3201
C -3.20 3.13 1.58 0.0109
C 4.31 -0.66 -1.61 -0.8579
C -0.43 -4.25 0.81 -1.1534
C 0.86 -2.50 -4.11 -1.4957
C -1.87 5.10 2.44 1.9192
C -5.91 2.37 1.18 -2.2279
C 6.50 -0.38 -0.44 -1.6148
C 0.14 -2.63 2.52 -1.0635
C 1.88 -3.20 -3.18 2.5568
C -2.18 -3.28 2.14 -1.2241
C -2.10 5.93 1.17 -1.5587
C -2.92 5.48 3.49 -1.5953
C -3.44 1.81 1.21 -0.9971
C -4.80 1.48 -0.85 -1.3802
C 2.18 -0.43 -0.50 -0.1757
C 5.77 1.28 -2.18 -1.6253
C 3.75 -1.69 -2.36 0.2303
C 2.97 -3.81 -4.06 -2.3934
C 2.44 -2.14 -2.23 -1.3088
C 1.67 -1.49 -1.25 1.0314
C -2.35 0.95 1.34 0.2323
C -0.19 0.32 2.35 -1.7046
C -2.00 3.62 2.10 -0.4204
H -6.24 -0.20 0.85 0.4546
H -0.70 -0.34 3.05 0.3931
H -1.36 5.68 0.40 0.3613
H -4.02 3.84 1.47 0.3433
H -2.89 -3.60 1.38 0.3985
H -2.00 6.99 1.40 0.4576
H 0.57 -4.11 0.40 0.3577
H 0.95 -5.14 -3.14 0.5272
H 6.50 -1.43 -0.13 0.3683
H 1.88 -4.78 -1.69 0.3279
H -2.55 -2.37 2.61 0.3610
H -3.93 5.31 3.13 0.3137
H -6.88 1.98 0.86 0.4767
H 1.97 0.85 1.17 0.5880
H -5.20 -0.03 2.27 0.3797
H -2.06 -4.07 2.88 0.4352
H 0.65 0.78 2.88 0.4786
H -2.83 6.53 3.74 0.4586
H 5.30 1.91 -1.43 0.3257
H 6.04 0.21 0.35 0.3169
H -5.73 1.09 -1.27 0.4467
H -1.12 -4.48 -0.01 0.3030
H 2.52 -4.56 -4.71 0.4583
H -3.09 5.76 0.75 0.3007
H -0.05 2.99 2.76 0.6020
H -5.92 2.45 2.26 0.4354
H 6.04 -0.89 -3.83 0.4173
H 0.41 -3.23 -4.78 0.4137
H 7.53 -0.06 -0.54 0.4607
H 6.80 1.62 -2.30 0.4591
H 7.52 -0.64 -2.92 0.4375
H 0.07 -2.02 -3.54 0.1737
H -0.28 4.90 3.92 0.3877
H 3.74 -4.30 -3.47 0.4522
H 4.37 -2.17 -3.10 0.7172
H 3.44 -3.07 -4.71 0.4564
H 1.79 -1.24 2.69 0.5310
H 5.25 1.43 -3.13 0.3782
H -2.78 4.90 4.41 0.3674
H 0.31 5.20 2.27 0.4014
H -0.43 6.50 3.21 0.4367
H 0.29 -4.04 -1.95 -0.0198
H -5.82 3.37 0.75 0.4135
H -4.58 -0.78 0.79 0.1566
H 3.87 0.78 -0.08 0.5798
H 1.74 -2.13 1.17 0.3710
H 6.54 -2.07 -2.60 0.4169
H -0.43 -5.07 1.53 0.4993
H 1.36 -1.74 -4.71 0.3974
H 0.69 1.06 -0.04 0.5243
H -4.68 2.52 -1.18 0.3515
H 0.66 -3.52 2.87 0.5394
H -3.97 0.91 -1.27 0.1441
H -0.38 -2.21 3.38 0.5490
```



DFT (ωB97M-V/def2-TZVPD) results for a structure of composition C36H40BN12O2Ti.

Results
Frontier orbital gap (spin up / spin down) (eV): 6.18 / 4.18
Molar mass (g/mol): 731.48
HOMO (spin up / spin down) (eV): -17.96 / -17.96
Total charge: +4
F_max (eV/Å): 1.15
Spin multiplicity: 2
Energy relative to the best compared isomer or geometry (same formula, charge and spin) (kcal per mole): 1.2
DFT total energy (eV): -83716.26353

```
92
Properties=species:S:1:pos:R:3:mulliken_charge:R:1
Ti 0.41 -0.18 -1.23 -2.1181
O 1.89 -0.24 0.03 -0.4170
O -0.43 -1.08 0.42 1.2931
N 2.00 0.23 -2.51 0.2084
N -1.48 -0.98 -1.90 -0.1221
N -1.54 1.74 0.01 1.0423
N 0.95 -2.34 -1.73 0.7745
N -1.74 1.71 -2.44 -0.2239
N -4.38 1.21 0.27 -1.0001
N -0.20 1.52 -0.03 0.8595
N -0.42 1.35 -2.58 0.8483
N 2.70 0.10 3.67 0.0324
N -2.52 -0.31 -1.31 0.9258
N -1.56 -0.25 3.12 0.2850
N -3.84 1.77 -0.86 0.2676
C -2.02 -3.65 2.31 -0.6308
C -1.62 -2.40 1.95 0.5539
C 4.65 2.82 0.63 -0.0554
C 0.73 -3.34 -0.97 -0.7684
C 2.05 -0.41 -3.84 -1.1395
C 2.85 0.66 0.19 0.1974
C -5.50 1.89 0.50 -0.4006
C 0.01 1.97 -3.69 -0.2950
C 1.84 1.24 4.06 -0.5759
C -2.09 2.51 -3.46 0.0200
C -5.73 2.86 -0.49 -0.8634
C -0.11 -3.41 0.23 0.6117
C -2.20 -1.26 2.67 -0.8101
C -1.93 -2.21 -2.18 -0.3523
C -4.65 2.77 -1.32 -0.1529
C -0.47 -4.64 0.70 -0.9164
C 4.25 1.97 1.67 0.0091
C -1.00 2.70 -4.28 -1.6204
C 3.23 -0.11 2.52 -0.6788
C 0.40 0.76 4.28 -1.0662
C -1.44 -4.82 1.72 -0.0024
C -0.10 -0.05 3.08 -0.1802
C -0.69 -2.23 0.84 0.2467
C -3.25 -2.35 -1.81 -1.5958
C 2.56 -1.83 -3.66 -1.1986
C 0.37 2.40 0.81 -0.8592
C 1.51 -2.74 -3.07 -0.7517
C -3.59 -1.12 -1.26 -0.1870
C -1.80 2.74 0.86 -0.2192
C 2.96 1.03 -2.21 -0.3403
C 3.29 1.46 -0.87 0.5965
C -1.87 -6.17 2.16 -1.6117
C -0.60 3.19 1.40 -1.9442
C 3.39 0.89 1.46 0.2195
C 4.19 2.50 -0.64 -0.6409
C 5.60 3.96 0.88 -1.7172
B -2.48 1.26 -1.16 1.2260
H 3.64 1.35 -3.00 0.5604
H -1.31 -2.93 -2.69 0.4651
H 0.64 -2.75 -3.74 0.2991
H 1.90 1.97 3.26 0.1798
H -2.78 -3.78 3.07 0.6350
H 1.44 2.46 0.91 0.6448
H 5.61 4.26 1.92 0.4287
H -2.07 -6.20 3.23 0.4258
H -3.09 2.88 -3.57 0.5463
H 2.24 1.68 4.97 0.4796
H -4.42 3.37 -2.19 0.4295
H -6.56 3.53 -0.58 0.4843
H -4.53 -0.74 -0.89 0.7230
H -2.81 -6.42 1.65 0.3575
H 5.33 4.83 0.28 0.4290
H -0.94 3.29 -5.18 0.4906
H 4.66 2.14 2.66 0.5533
H -3.90 -3.19 -1.98 0.5722
H 1.10 -4.31 -1.29 0.4320
H 2.83 -2.25 -4.63 0.4688
H 3.47 -1.83 -3.06 0.3511
H 1.03 1.88 -4.03 0.5136
H 2.71 0.16 -4.50 0.5666
H -0.21 1.65 4.43 0.5138
H 4.54 3.09 -1.49 0.5976
H 6.61 3.67 0.60 0.3514
H 0.34 0.16 5.19 0.4147
H 1.87 -3.76 -3.00 0.5406
H -0.46 4.02 2.07 0.6025
H 3.64 -1.10 2.37 0.5494
H -2.11 0.44 3.62 0.4363
H -0.04 -5.53 0.24 0.6344
H -2.80 3.10 0.99 0.5813
H 1.05 -0.41 -4.28 0.5624
H 0.14 0.44 2.13 -0.0530
H -3.27 -1.29 2.89 0.6021
H 2.79 -0.64 4.36 0.3623
H -1.14 -6.94 1.89 0.4345
H 0.34 -1.04 3.06 0.5917
H -6.12 1.64 1.34 0.4806
```



DFT (ωB97M-V/def2-TZVPD) results for a structure of composition C31H36MnN4O4S3.

Results
Frontier orbital gap (spin up / spin down) (eV): 7.11 / 7.89
Molar mass (g/mol): 679.79
HOMO (spin up / spin down) (eV): -10.16 / -10.36
Total charge: +1
F_max (eV/Å): 0.39
Spin multiplicity: 5
Energy relative to the best compared isomer or geometry (same formula, charge and spin) (kcal per mole): 18.6
DFT total energy (eV): -110704.18516

```
79
Properties=species:S:1:pos:R:3:mulliken_charge:R:1
Mn 0.57 0.14 1.68 1.6063
S 3.83 -1.00 1.19 -0.2155
S -1.05 -1.95 0.00 0.7606
S 0.31 2.08 -2.25 -0.2294
O 2.43 -0.52 1.48 0.0259
O 0.07 -1.34 2.76 -1.0164
O -0.11 -0.75 -0.15 0.1977
O 1.13 1.89 1.33 -0.9762
N -1.87 -0.17 3.03 -0.8309
N -1.11 0.78 2.35 0.5774
N 0.53 4.20 -3.91 -0.1639
N -1.02 4.41 -2.40 -0.0984
C -4.16 -2.69 -2.41 -0.6999
C 1.16 4.16 0.73 -1.2592
C -3.70 -3.61 4.67 -0.6967
C -0.22 5.38 -4.32 -0.5460
C 5.71 -0.15 -0.57 -0.7139
C 6.16 0.53 -1.69 -0.5583
C 3.45 0.62 -1.00 0.0657
C -2.99 2.25 2.77 -1.4068
C -2.91 -4.73 4.91 -0.3982
C 4.36 -0.10 -0.25 0.8872
C 3.63 -2.64 0.44 -0.9023
C -2.97 -0.81 -3.34 -0.6600
C -1.56 -4.70 4.60 -0.8389
C -0.96 5.73 -3.03 -0.4860
C -2.20 -1.84 -1.34 0.3594
C -2.05 -0.86 -2.30 -0.2095
C 3.92 1.30 -2.12 -0.5952
C 1.23 -3.43 0.24 -0.5546
C -1.61 1.99 2.23 1.2089
C 0.43 2.97 1.26 0.7828
C 2.40 -2.74 -0.47 -0.2674
C 5.26 1.25 -2.47 -0.5865
C -0.06 -3.35 -0.57 -1.1293
C -3.26 -2.75 -1.36 -0.4621
C -0.07 3.58 -2.87 -0.2139
C -4.01 -1.73 -3.40 -0.4536
C -3.15 -2.47 4.11 -0.4324
C -1.79 -2.45 3.80 0.7604
C -0.89 3.06 1.65 -1.4268
C -1.18 -1.25 3.18 0.3710
C -1.00 -3.56 4.05 -0.2456
H -1.25 -0.14 -2.23 -0.0319
H 6.41 -0.69 0.06 0.4673
H -4.73 -1.68 -4.21 0.4015
H 1.49 -4.48 0.39 0.5642
H 3.59 -3.34 1.27 0.4863
H 0.11 -3.23 -1.64 0.5478
H -3.75 -1.60 3.92 0.4762
H -3.70 1.56 2.30 0.3193
H -0.71 -4.22 -0.42 0.6411
H 3.21 1.86 -2.72 0.4005
H 1.06 3.64 -4.56 0.2571
H -0.39 6.42 -2.41 0.2805
H 0.62 5.09 0.91 0.3870
H -1.95 6.14 -3.21 0.3430
H 1.08 -3.00 1.23 0.1238
H -4.98 -3.39 -2.45 0.4009
H 2.10 -1.76 -0.82 -0.2058
H 4.57 -2.80 -0.09 0.5221
H 5.61 1.78 -3.34 0.4099
H 2.67 -3.32 -1.35 0.5735
H 1.31 4.02 -0.34 0.1333
H -0.91 5.14 -5.13 0.2957
H -1.45 4.23 -1.50 0.2443
H 0.45 6.18 -4.65 0.3266
H -3.29 3.27 2.58 0.4027
H -0.94 -5.57 4.80 0.4192
H 2.15 4.22 1.19 0.3941
H -3.38 -3.48 -0.57 0.4548
H 7.21 0.50 -1.95 0.3937
H -3.35 -5.62 5.35 0.4082
H -2.87 -0.05 -4.10 0.4596
H -3.01 2.04 3.84 0.3299
H -4.75 -3.63 4.91 0.4089
H 0.06 -3.53 3.81 0.4444
H 2.41 0.69 -0.72 -0.1937
H -1.38 4.02 1.58 0.3847
```



DFT (ωB97M-V/def2-TZVPD) results for an isolated molecule of C7H8F4N2O.

Results
Frontier orbital gap (eV): 8.43
Molar mass (g/mol): 212.15
Structure (SMILES): NN\C(F)=C(F)/C=C(F)\C(F)=C\CO
HOMO (eV): -8.28
F_max (eV/Å): 4.05
Spin multiplicity: 1
Energy relative to the best compared isomer or geometry (same formula, charge and spin) (kcal per mole): 26.5
DFT total energy (eV): -23281.87553

```
22
Properties=species:S:1:pos:R:3:nbo_charge:R:1
F 0.46 -3.30 -1.09 -0.3223
F 2.99 1.86 -0.01 -0.3082
F 3.96 -0.42 -1.04 -0.3440
F -1.18 -1.97 0.59 -0.3297
O -2.35 1.64 -1.22 -0.7106
N 0.87 0.15 2.13 -0.6409
N 1.20 0.83 0.92 -0.4589
C 2.07 -1.70 -0.69 -0.3133
C 0.78 -2.06 -0.63 0.3420
C -0.83 -0.07 -0.68 -0.2574
C 2.30 0.70 0.20 0.4890
C -0.41 -1.27 -0.23 0.3118
C -2.01 0.69 -0.22 -0.1106
C 2.71 -0.46 -0.40 0.2055
H -2.43 1.21 -2.04 0.4615
H 2.75 -2.42 -0.89 0.2437
H 1.05 1.84 1.06 0.3942
H -1.63 1.44 0.56 0.1998
H -2.77 -0.01 -0.02 0.1914
H 0.01 -0.36 2.22 0.3733
H -0.32 0.49 -1.43 0.2276
H 1.65 -0.46 2.22 0.3564
```



DFT (ωB97M-V/def2-TZVPD) results for a structure of composition C30H43Br2CoF3N8O3PS.

Results
Frontier orbital gap (spin up / spin down) (eV): 8.22 / 8.21
Molar mass (g/mol): 902.50
HOMO (spin up / spin down) (eV): -10.51 / -10.51
Total charge: +1
F_max (eV/Å): 1.11
Spin multiplicity: 2
Energy relative to the best compared isomer or geometry (same formula, charge and spin) (kcal per mole): 0.0
DFT total energy (eV): -255857.33327

```
92
Properties=species:S:1:pos:R:3:mulliken_charge:R:1
Br -0.98 2.34 -3.18 -0.0597
Br 0.53 4.25 -1.09 -0.0562
Co 0.31 1.73 0.76 -0.1689
S 0.16 0.82 3.12 -0.4076
P -2.39 -0.19 0.33 -2.5367
F 3.61 -5.60 -3.95 -0.2551
F 5.20 -4.28 -4.58 -0.2529
F 3.38 -4.43 -5.76 -0.2817
O -1.50 1.03 0.40 0.5188
O 5.92 0.46 2.78 -0.6157
O 4.66 0.57 -1.42 -0.3287
N -1.17 3.13 3.08 -0.3913
N -0.93 3.23 1.71 -0.7644
N 6.06 0.67 0.53 -0.0738
N -1.20 2.01 5.05 -0.4559
N -3.82 0.20 1.01 0.7065
N -1.70 -1.47 1.07 1.0334
N -2.85 -0.73 -1.14 0.6382
N 2.10 2.43 1.31 0.5067
C -6.11 0.39 1.49 -0.7753
C 4.38 1.95 1.80 0.0463
C 3.25 -3.29 -3.69 0.3678
C 3.38 3.93 2.65 -1.1534
C -2.51 -2.69 1.36 -0.4166
C -3.32 -0.37 -3.46 -0.5456
C -1.47 -3.79 1.59 -0.8591
C -5.33 1.04 2.63 -0.8091
C 3.52 -3.23 -2.33 -1.0211
C -0.19 -3.03 1.94 -0.7262
C 0.63 3.29 -2.76 -0.3126
C -1.94 -1.60 -1.94 0.0892
C 4.48 3.10 2.56 -0.4583
C 3.86 -4.40 -4.50 0.7957
C -3.66 0.13 -2.04 -0.4860
C 1.09 0.69 -0.65 -0.4407
C -0.77 2.04 3.78 0.7725
C -3.94 1.26 2.03 0.0667
C -0.26 -1.82 1.02 0.9566
C -2.72 -1.76 -3.24 -0.8554
C 1.90 -1.32 -3.51 -0.3268
C 5.70 1.24 -0.75 -0.6966
C 1.57 -0.19 -1.33 0.8476
C 2.44 -2.34 -4.28 -0.9006
C 5.52 0.97 1.75 0.0640
C 3.18 1.65 1.18 0.2524
C 2.16 -1.24 -2.15 0.3370
C 2.99 -2.21 -1.56 -0.2607
C 2.21 3.56 2.02 -0.0425
C -5.09 -0.57 0.90 -0.6002
H -0.66 4.19 1.50 0.3853
H 0.06 -2.09 0.01 -0.0702
H -6.39 1.15 0.75 0.2831
H 5.34 2.25 -0.59 0.4005
H -1.76 2.98 1.18 0.1648
H -1.63 2.80 5.50 0.1971
H 4.15 -3.98 -1.87 0.3981
H -1.88 3.74 3.47 0.2534
H -5.05 -1.49 1.49 0.2566
H -3.44 1.19 -1.91 0.2745
H 6.77 -0.05 0.56 0.2507
H -3.87 2.25 1.56 0.1764
H -1.77 -2.55 -1.43 0.1436
H -1.78 -4.48 2.37 0.4248
H 0.79 4.03 -3.53 0.4451
H -3.11 -2.53 2.26 0.3931
H -0.20 -2.70 2.98 0.2970
H 1.33 4.18 2.09 0.3530
H 3.05 0.76 0.57 0.0820
H 3.20 -2.16 -0.50 0.6463
H -5.27 0.35 3.48 0.2978
H -5.29 -0.84 -0.13 0.3940
H 1.27 -0.56 -3.97 0.5730
H 6.61 1.29 -1.35 0.4227
H 3.42 4.85 3.22 0.4599
H -3.19 -2.93 0.54 0.3827
H 2.23 -2.39 -5.34 0.4814
H -3.15 1.18 2.78 -0.1097
H 4.96 -0.29 -1.74 0.2467
H -0.97 -1.12 -2.11 -0.2445
H 5.41 3.34 3.06 0.5204
H -7.01 -0.12 1.83 0.4124
H 0.35 -0.98 1.34 -1.2017
H -0.87 1.25 5.63 0.2337
H -2.08 -2.08 -4.06 0.4267
H -3.51 -2.49 -3.10 0.3425
H -2.59 0.28 -3.93 -0.0467
H -4.72 -0.01 -1.83 0.3710
H 1.44 2.58 -2.67 0.0531
H 0.72 -3.61 1.77 0.4127
H -4.20 -0.38 -4.10 0.4398
H -5.77 1.97 2.99 0.4372
H -1.32 -4.36 0.67 0.2765
```



DFT (ωB97M-V/def2-TZVPD) results for a structure of composition CCl6P.

Results
Frontier orbital gap (spin up / spin down) (eV): 7.73 / 7.73
Molar mass (g/mol): 255.70
HOMO (spin up / spin down) (eV): -15.67 / -15.67
Total charge: +1
F_max (eV/Å): 3.72
Spin multiplicity: 1
Energy relative to the best compared isomer or geometry (same formula, charge and spin) (kcal per mole): 60.8
DFT total energy (eV): -85451.63703

```
8
Properties=species:S:1:pos:R:3:nbo_charge:R:1
Cl 1.96 1.48 -0.62 -0.0228
Cl 0.71 -0.57 1.98 0.1292
Cl -1.02 0.45 -2.90 -0.1438
Cl -1.70 -1.22 0.45 0.1631
Cl -1.06 1.56 1.06 0.1586
Cl 1.59 -1.64 -1.11 -0.0238
P 0.69 0.04 -0.82 1.2083
C -0.45 -0.05 0.76 -0.4688
```



Among the records above, which one has the highest molar mass?
C30H43Br2CoF3N8O3PS